[1]
Here is a single C19H27N5O4S molecule from OMol25. Energies are from wB97M-V/def2-TZVPD.

The calculation puts the energy relative to the best compared isomer or geometry (same formula, charge and spin) at 2.306 eV. For the gap between HOMO and LUMO, the calculation gives 8.510 eV.

Positions of all 56 atoms, in Å:
C (-4.304, 1.965, -3.425)
C (-5.116, 0.671, -3.498)
C (-5.735, 0.305, -2.186)
C (-7.080, 0.321, -1.797)
N (-7.282, -0.044, -0.530)
N (-6.052, -0.303, -0.075)
C (-5.737, -0.728, 1.175)
C (-4.433, -0.951, 1.460)
C (-3.463, -0.713, 0.439)
C (-2.029, -1.070, 0.769)
O (-1.846, -1.993, 1.555)
N (-1.023, -0.397, 0.178)
C (-1.147, 0.911, -0.459)
C (0.354, -0.887, 0.337)
C (0.554, -2.289, -0.218)
C (0.821, -0.749, 1.794)
N (2.271, -0.690, 1.877)
C (2.930, 0.421, 1.488)
O (2.362, 1.461, 1.206)
C (4.460, 0.303, 1.452)
C (5.014, -0.283, 2.753)
C (5.126, 1.640, 1.105)
C (6.435, 1.337, 0.370)
C (6.071, 0.357, -0.740)
S (4.916, -0.778, 0.030)
O (5.633, -1.926, 0.533)
O (3.773, -0.978, -0.827)
N (-3.766, -0.315, -0.764)
C (-5.074, -0.107, -1.037)
H (-3.862, 2.206, -4.393)
H (-4.934, 2.801, -3.118)
H (-3.498, 1.866, -2.697)
H (-5.906, 0.767, -4.245)
H (-4.467, -0.143, -3.832)
H (-7.934, 0.588, -2.401)
H (-6.566, -0.864, 1.853)
H (-4.118, -1.318, 2.423)
H (-2.096, 1.376, -0.217)
H (-0.339, 1.547, -0.093)
H (-1.071, 0.828, -1.545)
H (0.963, -0.199, -0.250)
H (1.616, -2.537, -0.189)
H (-0.012, -3.022, 0.354)
H (0.238, -2.331, -1.260)
H (0.422, 0.173, 2.217)
H (0.467, -1.588, 2.388)
H (2.783, -1.549, 1.989)
H (4.647, 0.317, 3.587)
H (4.714, -1.317, 2.907)
H (6.102, -0.261, 2.751)
H (4.453, 2.210, 0.465)
H (5.284, 2.221, 2.013)
H (6.883, 2.241, -0.038)
H (7.165, 0.881, 1.042)
H (5.535, 0.845, -1.553)
H (6.897, -0.233, -1.128)

---

[2]
Here is 3 unconnected molecules or ions with the total composition C4H14NO3 at a distorted geometry from OMol25. Energies are from wB97M-V/def2-TZVPD.

The calculation puts the energy relative to the best compared isomer or geometry (same formula, charge and spin) at 0.926 eV. Its total charge is +1. For the gap between HOMO and LUMO, the calculation gives 10.587 eV.

Positions of all 22 atoms, in Å:
C (0.876, 1.449, -1.658)
C (0.323, 0.545, -0.588)
C (-1.188, 0.208, -0.766)
C (-1.349, -1.076, -1.586)
O (-0.749, -2.061, -1.270)
N (0.532, 1.164, 0.786)
H (1.530, 0.971, -2.383)
H (1.471, 2.302, -1.295)
H (0.122, 2.000, -2.218)
H (0.774, -0.428, -0.613)
H (-1.629, 1.072, -1.233)
H (-1.702, 0.030, 0.176)
H (-2.043, -0.982, -2.424)
H (-0.352, 1.294, 1.228)
H (0.916, 2.101, 0.667)
H (1.094, 0.602, 1.452)
H (2.767, -1.438, 1.170)
H (1.752, -1.621, 2.314)
O (2.110, -0.974, 1.697)
H (-1.598, -1.513, 2.907)
H (-1.602, -2.181, 1.584)
O (-2.055, -1.463, 2.055)

---

[3]
Here is a molecular structure, C11H25CsNO2 at a distorted geometry from OMol25. Energies are from wB97M-V/def2-TZVPD.

Its total charge is +1. For the gap between HOMO and LUMO, the calculation gives 9.277 eV.

Positions of all 40 atoms, in Å:
Cs (1.672, 1.823, -0.899)
C (-1.153, 0.687, 3.254)
C (-0.104, 0.464, 2.188)
C (0.563, -0.867, 2.353)
C (-0.218, -2.121, 1.931)
C (-0.688, -1.923, 0.445)
C (-1.412, -0.561, 0.193)
N (-0.671, 0.550, 0.866)
O (-1.292, 1.803, 0.655)
C (-1.437, -0.418, -1.391)
C (-2.861, -0.756, 0.586)
C (0.969, 1.427, 2.501)
H (-2.067, 0.216, 2.891)
H (-1.362, 1.746, 3.402)
H (-1.000, 0.254, 4.242)
H (1.416, -0.884, 1.674)
H (1.012, -1.024, 3.334)
H (-1.170, -2.238, 2.448)
H (0.294, -3.041, 2.215)
H (-1.408, -2.733, 0.325)
H (0.161, -1.995, -0.235)
H (-1.957, -1.197, -1.949)
H (-2.020, 0.484, -1.577)
H (-0.396, -0.335, -1.702)
H (-3.040, -1.183, 1.572)
H (-3.390, 0.189, 0.715)
H (-3.365, -1.534, 0.014)
H (0.784, 2.501, 2.453)
H (1.844, 1.196, 1.894)
H (1.374, 1.303, 3.505)
H (-2.066, 1.726, 1.217)
C (2.603, 1.462, -5.091)
C (2.334, 0.271, -4.116)
O (3.150, 0.342, -3.000)
H (2.212, 1.307, -6.097)
H (3.677, 1.633, -5.168)
H (2.126, 2.375, -4.735)
H (2.590, -0.653, -4.633)
H (1.311, 0.185, -3.749)
H (2.987, -0.479, -2.529)

---

[4]
Here is a single C6H10O molecule from OMol25. Energies are from wB97M-V/def2-TZVPD.

The calculation puts the energy relative to the best compared isomer or geometry (same formula, charge and spin) at 0.550 eV. For the gap between HOMO and LUMO, the calculation gives 10.573 eV.

Positions of all 17 atoms, in Å:
C (1.888, -0.019, -0.775)
C (0.743, -0.733, -0.066)
C (0.285, 0.034, 1.195)
C (-0.689, 1.127, 0.841)
C (-1.644, 0.829, -0.037)
C (-1.608, -0.555, -0.632)
O (-0.294, -0.914, -1.028)
H (2.790, -0.015, -0.150)
H (1.610, 1.018, -1.001)
H (2.119, -0.526, -1.718)
H (1.080, -1.732, 0.250)
H (1.166, 0.424, 1.715)
H (-0.209, -0.665, 1.885)
H (-0.609, 2.107, 1.307)
H (-2.407, 1.542, -0.346)
H (-2.000, -1.292, 0.095)
H (-2.222, -0.628, -1.534)

---

[5]
Here is a molecular structure, C21H19N8O3RuS2 at a distorted geometry from OMol25. Energies are from wB97M-V/def2-TZVPD.

The calculation puts the energy relative to the best compared isomer or geometry (same formula, charge and spin) at 0.638 eV. Its expectation value of S² is 0.75. Its multiplicity is 2. Its total charge is +2. For the gap between HOMO and LUMO (alpha / beta), the calculation gives 7.753 / 6.610 eV.

Positions of all 54 atoms, in Å:
Ru (1.008, -0.020, 0.620)
O (2.150, 3.329, 2.256)
C (1.475, 2.414, 1.884)
O (1.847, 1.141, 1.919)
C (0.090, 2.625, 1.320)
C (-0.662, 3.708, 1.786)
C (-1.972, 3.791, 1.412)
C (-2.500, 2.840, 0.514)
C (-3.863, 2.858, 0.129)
C (-4.355, 1.927, -0.734)
C (-3.468, 1.006, -1.333)
C (-2.141, 0.963, -0.996)
C (-1.643, 1.841, -0.001)
N (-0.353, 1.715, 0.457)
H (-0.189, 4.408, 2.459)
H (-2.613, 4.578, 1.790)
H (-4.501, 3.634, 0.533)
H (-5.399, 1.932, -1.014)
H (-3.841, 0.335, -2.097)
H (-1.445, 0.501, -1.683)
N (1.683, 2.325, -1.830)
C (2.683, 1.522, -1.449)
N (2.533, 0.493, -0.621)
C (3.746, -0.183, -0.411)
C (4.783, 0.320, -1.097)
S (4.290, 1.689, -2.032)
C (3.658, -1.295, 0.524)
C (4.574, -2.195, 0.920)
S (3.885, -3.275, 2.078)
C (2.379, -2.443, 1.968)
N (2.406, -1.441, 1.113)
N (1.299, -2.790, 2.683)
H (0.817, 2.289, -1.314)
H (1.882, 3.165, -2.348)
H (5.811, -0.004, -1.098)
H (5.605, -2.289, 0.624)
H (1.362, -3.484, 3.407)
H (0.458, -2.239, 2.612)
C (-3.146, -2.487, 0.990)
N (-2.083, -2.310, -0.013)
C (-2.182, -2.872, -1.257)
C (-1.226, -2.715, -2.195)
C (-0.077, -1.940, -1.857)
N (-0.049, -1.324, -0.676)
C (-1.049, -1.474, 0.220)
O (-0.775, -1.003, 1.360)
N (0.960, -1.806, -2.674)
H (-4.110, -2.279, 0.532)
H (-2.971, -1.792, 1.804)
H (-3.124, -3.507, 1.368)
H (-3.068, -3.468, -1.430)
H (-1.322, -3.181, -3.163)
H (0.993, -2.290, -3.556)
H (1.749, -1.243, -2.399)

---

[6]
Here is a single C2H3Cl2F molecule at a distorted geometry from OMol25. Energies are from wB97M-V/def2-TZVPD.

The calculation puts the energy relative to the best compared isomer or geometry (same formula, charge and spin) at 0.912 eV. For the gap between HOMO and LUMO, the calculation gives 11.712 eV.

Positions of all 8 atoms, in Å:
F (-0.231, -0.205, -1.752)
C (-0.600, -0.331, -0.384)
C (0.344, 0.298, 0.472)
Cl (2.045, -0.287, 0.221)
Cl (0.466, 2.113, 0.467)
H (-0.293, -1.385, -0.309)
H (-1.677, -0.256, -0.207)
H (-0.054, 0.054, 1.492)

---

Number 1: DFT total energy -46617.5417 eV, molar mass 421.52 g mol⁻¹. Number 2: DFT total energy -12000.8848 eV, molar mass 124.16 g mol⁻¹. Number 3: DFT total energy -17938.4621 eV, molar mass 336.23 g mol⁻¹. Number 4: DFT total energy -8430.6900 eV, molar mass 98.14 g mol⁻¹. Number 5: DFT total energy -64391.6273 eV, molar mass 596.64 g mol⁻¹. Number 6: DFT total energy -29884.2094 eV, molar mass 116.95 g mol⁻¹.